Entry 1:
DFT (ωB97M-V with the def2-TZVPD basis set) results for a 6-piece molecular cluster, C32H73NO15 overall at a distorted geometry.

XYZ file:
```
121
C32H73NO15 | the Open Molecules 2025 dataset | ωB97M-V with the def2-TZVPD basis set
C 15.68 -0.04 -31.81
O 14.77 0.52 -30.85
C 13.87 1.36 -31.57
C 12.93 2.03 -30.59
O 13.50 2.59 -29.44
C 14.54 3.59 -29.76
C 15.04 4.24 -28.42
O 13.95 4.87 -27.69
C 13.39 4.00 -26.75
H 16.48 -0.54 -31.28
H 16.22 0.78 -32.28
H 15.19 -0.79 -32.43
H 13.43 0.73 -32.34
H 14.33 2.13 -32.20
H 12.19 1.29 -30.30
H 12.30 2.78 -31.08
H 14.09 4.26 -30.48
H 15.37 3.11 -30.27
H 15.77 4.98 -28.74
H 15.52 3.49 -27.79
H 12.41 4.43 -26.56
H 13.98 3.98 -25.84
H 13.25 2.96 -27.04
C 8.97 1.25 -30.73
O 9.02 0.14 -29.84
C 9.58 -1.06 -30.42
C 9.22 -2.24 -29.47
O 9.94 -2.18 -28.20
C 9.48 -3.20 -27.28
C 10.32 -3.05 -25.99
O 9.76 -3.64 -24.84
C 8.91 -2.76 -24.04
H 9.87 1.38 -31.33
H 8.82 2.21 -30.24
H 8.16 1.20 -31.46
H 10.66 -0.91 -30.50
H 9.29 -1.24 -31.45
H 9.51 -3.08 -30.10
H 8.15 -2.23 -29.29
H 9.51 -4.20 -27.70
H 8.40 -3.11 -27.13
H 10.53 -2.00 -25.76
H 11.28 -3.53 -26.20
H 8.49 -3.29 -23.19
H 8.09 -2.26 -24.55
H 9.49 -1.92 -23.65
C 4.65 0.38 -20.93
O 5.80 -0.42 -20.94
C 6.72 -0.14 -22.01
C 7.29 1.23 -22.07
O 7.89 1.53 -20.80
C 8.72 2.64 -20.73
C 9.46 2.66 -19.37
O 10.15 3.89 -19.30
C 10.83 4.05 -18.07
H 3.83 -0.04 -20.35
H 4.20 0.53 -21.91
H 4.80 1.37 -20.50
H 6.36 -0.68 -22.89
H 7.58 -0.76 -21.75
H 6.43 1.88 -22.25
H 7.94 1.41 -22.93
H 8.10 3.52 -20.92
H 9.42 2.64 -21.56
H 10.11 1.78 -19.34
H 8.73 2.63 -18.56
H 11.10 5.10 -17.98
H 11.76 3.49 -17.93
H 10.21 3.70 -17.25
C 8.75 7.80 -22.35
O 8.68 6.37 -22.09
C 10.00 5.78 -22.24
C 10.53 5.52 -23.66
O 10.21 4.17 -24.10
C 8.79 4.03 -24.42
C 8.65 4.27 -25.97
O 8.87 5.65 -26.37
C 7.75 6.48 -26.45
H 9.28 8.42 -21.63
H 7.75 8.24 -22.37
H 9.37 8.01 -23.22
H 10.06 4.80 -21.77
H 10.72 6.36 -21.66
H 11.60 5.65 -23.57
H 10.24 6.18 -24.48
H 8.17 4.71 -23.82
H 8.49 3.07 -24.01
H 7.63 4.00 -26.23
H 9.18 3.56 -26.59
H 7.93 7.55 -26.44
H 6.95 6.30 -25.73
H 7.27 6.20 -27.39
C 15.12 0.40 -24.64
O 14.51 -0.81 -24.99
C 14.49 -1.10 -26.39
C 15.72 -2.00 -26.82
O 16.86 -1.17 -26.98
C 16.74 -0.26 -28.15
C 18.08 0.07 -28.77
O 18.99 0.59 -27.90
C 18.66 1.90 -27.31
H 14.90 0.71 -23.62
H 14.66 1.23 -25.16
H 16.20 0.28 -24.60
H 14.21 -0.28 -27.05
H 13.61 -1.75 -26.44
H 15.54 -2.61 -27.70
H 15.91 -2.63 -25.95
H 16.39 0.62 -27.63
H 15.99 -0.54 -28.89
H 17.82 0.72 -29.61
H 18.47 -0.87 -29.17
H 17.85 1.89 -26.58
H 18.50 2.67 -28.06
H 19.53 2.24 -26.74
C 10.58 0.96 -26.45
C 9.31 0.63 -25.86
N 8.37 0.38 -25.30
H 11.43 0.33 -26.20
H 10.81 1.92 -25.98
H 10.42 1.03 -27.52
```

Values from the calculation:
Maximum force: 4.41 eV Å⁻¹
SMILES string: COCCOCCOC.COCCOCCOC.COCCOCCOC.COCCOCCOC.COCCOCCOC.CC#N
Kohn-Sham gap: 9.5 eV
E_LUMO: 0.45 eV
ΔE to the lowest compared entry with this formula, charge and spin: 11.64 kcal per mole
Total charge: 0

Entry 2:
DFT (ωB97M-V with the def2-TZVPD basis set) results for C11H10FN3O2S as an isolated structure at a distorted geometry.

XYZ file:
```
28
C11H10FN3O2S | the Open Molecules 2025 dataset | ωB97M-V with the def2-TZVPD basis set
N 0.58 4.10 -0.57
C 0.33 3.46 0.50
C -0.98 2.71 0.63
C -0.79 1.21 0.82
C 0.34 0.61 0.34
C 0.52 -0.83 0.48
C 1.79 -1.45 -0.12
C 1.42 -2.39 -1.30
C 0.57 -1.73 -2.37
O 0.35 -0.54 -2.48
O 0.06 -2.60 -3.32
C -0.38 -1.63 1.07
F -0.22 -2.97 1.19
C -1.58 -1.06 1.62
N -2.52 -1.74 2.27
S -3.62 -0.55 2.60
N -2.92 0.77 1.98
C -1.75 0.36 1.46
H 1.49 4.55 -0.51
H 1.08 3.48 1.31
H -1.61 3.07 1.46
H -1.54 2.88 -0.31
H 1.12 1.17 -0.18
H 2.54 -0.71 -0.42
H 2.26 -2.04 0.69
H 2.35 -2.71 -1.80
H 0.93 -3.28 -0.88
H 0.19 -2.16 -4.17
```

Values from the calculation:
Maximum force: 2.18 eV Å⁻¹
Kohn-Sham gap: 8.4 eV
E_LUMO: -0.54 eV
Total charge: 0

Entry 3:
DFT (ωB97M-V with the def2-TZVPD basis set) results for a 2-piece molecular cluster, C7H10 overall.

XYZ file:
```
17
C7H10 | the Open Molecules 2025 dataset | ωB97M-V with the def2-TZVPD basis set
C 0.06 -1.19 -1.09
C -0.75 -0.43 -0.31
C -0.94 0.18 1.07
C 0.44 0.66 1.47
C -0.33 1.48 0.49
C -0.34 0.86 -0.92
C 0.78 0.02 -1.65
H 0.17 -2.24 -1.31
H -1.73 0.05 1.80
H 0.51 1.09 2.47
H 1.32 0.10 1.17
H -0.62 2.50 0.71
H -1.05 1.32 -1.61
H 1.74 0.19 -1.15
H 0.91 0.10 -2.73
H 0.24 -2.28 0.65
H -0.42 -2.46 0.97
```

Values from the calculation:
Maximum force: 0.90 eV Å⁻¹
SMILES string: C1=C2[C@H]3C[C@H]3[C@H]2C1.[H][H]
Kohn-Sham gap: 9.5 eV
E_LUMO: 1.10 eV
ΔE to the lowest compared entry with this formula, charge and spin: 135.97 kcal per mole
Total charge: 0

Entry 4:
DFT (ωB97M-V with the def2-TZVPD basis set) results for a 13-piece molecular cluster, C72H92F6N20O21S6 overall at a distorted geometry.

XYZ file:
```
217
C72H92F6N20O21S6 | the Open Molecules 2025 dataset | ωB97M-V with the def2-TZVPD basis set
C -12.44 8.06 11.62
C -13.05 7.85 10.23
N -13.57 6.49 10.06
C -14.81 6.07 10.44
C -14.93 4.70 10.27
N -13.70 4.24 9.78
C -12.89 5.36 9.66
C -13.40 2.83 9.62
H -11.49 7.55 11.77
H -13.21 7.76 12.34
H -12.37 9.13 11.84
H -12.34 8.02 9.43
H -13.78 8.62 9.99
H -15.52 6.79 10.82
H -15.79 4.06 10.46
H -11.85 5.37 9.37
H -13.54 2.24 10.52
H -12.40 2.68 9.21
H -14.01 2.49 8.78
C -9.31 7.14 8.02
C -9.00 8.18 9.10
N -7.73 8.10 9.66
C -7.34 7.09 10.50
C -5.96 7.26 10.77
N -5.52 8.36 10.01
C -6.64 8.83 9.31
C -4.17 8.82 9.93
H -9.55 6.17 8.46
H -8.54 7.05 7.26
H -10.21 7.52 7.54
H -9.69 8.11 9.94
H -8.95 9.22 8.77
H -8.06 6.41 10.94
H -5.24 6.77 11.42
H -6.67 9.66 8.62
H -3.47 7.99 9.80
H -3.87 9.40 10.80
H -4.11 9.61 9.19
C -1.06 6.65 4.75
N -2.14 5.90 5.31
C -2.91 5.10 4.50
C -4.03 4.45 5.01
C -4.38 4.63 6.33
C -3.52 5.37 7.13
C -2.45 6.05 6.62
C -5.59 3.96 6.91
C -5.99 2.73 6.32
C -7.20 2.14 6.80
N -8.04 2.75 7.68
C -7.61 3.91 8.30
C -6.40 4.52 7.91
C -9.32 2.17 8.06
H -0.43 6.00 4.14
H -0.44 7.15 5.49
H -1.66 7.25 4.06
H -2.59 4.98 3.48
H -4.61 3.78 4.39
H -3.77 5.51 8.17
H -1.94 6.85 7.14
H -5.41 2.20 5.58
H -7.60 1.23 6.36
H -8.16 4.21 9.18
H -5.95 5.42 8.31
H -9.23 1.41 8.84
H -9.83 1.73 7.20
H -9.98 3.00 8.34
C -20.85 8.46 8.73
N -19.82 7.51 8.28
C -19.49 7.41 6.89
C -18.45 6.55 6.50
C -18.00 5.57 7.40
C -18.30 5.67 8.80
C -19.24 6.67 9.16
C -16.99 4.60 6.85
C -15.89 5.02 6.03
C -15.01 4.13 5.38
N -15.18 2.81 5.63
C -16.19 2.35 6.45
C -17.04 3.25 7.12
C -14.26 1.86 4.97
H -20.84 9.33 8.06
H -20.64 8.80 9.74
H -21.78 7.90 8.69
H -19.94 8.13 6.23
H -18.15 6.61 5.47
H -17.92 4.92 9.47
H -19.49 6.79 10.20
H -15.72 6.08 5.94
H -14.19 4.46 4.75
H -16.30 1.28 6.57
H -17.87 2.83 7.68
H -14.71 0.87 4.98
H -13.38 1.82 5.61
H -14.06 2.15 3.94
C -10.86 -0.01 10.69
N -10.72 -1.45 10.34
C -10.86 -2.29 11.35
C -10.57 -3.63 11.09
C -10.24 -4.11 9.81
C -10.11 -3.15 8.76
C -10.38 -1.80 9.06
C -10.14 -5.57 9.41
C -9.69 -6.44 10.45
C -9.53 -7.79 10.19
N -9.84 -8.28 8.95
C -10.29 -7.47 7.92
C -10.32 -6.13 8.10
C -9.90 -9.70 8.84
H -11.74 0.13 11.32
H -11.00 0.56 9.78
H -9.96 0.24 11.25
H -11.09 -1.98 12.36
H -10.75 -4.32 11.90
H -9.72 -3.46 7.80
H -10.36 -0.97 8.38
H -9.43 -6.13 11.45
H -9.26 -8.50 10.96
H -10.45 -8.05 7.03
H -10.65 -5.55 7.25
H -9.03 -10.04 9.42
H -9.72 -9.98 7.81
H -10.82 -10.14 9.23
C -14.55 12.14 14.62
N -13.10 11.82 14.46
C -12.61 11.80 13.25
C -11.25 11.50 13.13
C -10.42 11.38 14.25
C -11.05 11.29 15.47
C -12.39 11.45 15.55
C -8.98 11.24 14.09
C -8.15 12.36 14.08
C -6.78 12.23 14.21
N -6.23 11.01 14.41
C -7.01 9.93 14.53
C -8.40 9.97 14.29
C -4.75 10.95 14.46
H -14.67 12.65 15.57
H -15.14 11.23 14.60
H -14.85 12.87 13.86
H -13.29 11.93 12.42
H -10.73 11.51 12.18
H -10.38 11.14 16.30
H -12.95 11.24 16.45
H -8.46 13.39 13.94
H -6.09 13.06 14.20
H -6.48 9.00 14.69
H -8.93 9.07 14.56
H -4.36 9.99 14.79
H -4.48 11.69 15.22
H -4.41 11.07 13.43
C -18.95 8.65 13.05
N -17.92 7.68 13.35
C -16.70 8.06 13.75
C -15.69 7.10 13.89
C -15.90 5.71 13.65
C -17.18 5.39 13.23
C -18.16 6.32 13.09
C -14.87 4.69 14.05
C -13.98 5.02 15.07
C -12.99 4.09 15.48
N -12.96 2.89 14.86
C -13.80 2.54 13.83
C -14.77 3.43 13.39
C -11.94 1.97 15.39
H -19.89 8.14 12.87
H -18.74 9.24 12.16
H -18.98 9.27 13.95
H -16.61 9.13 13.89
H -14.71 7.51 14.12
H -17.40 4.37 12.96
H -19.20 6.09 12.91
H -14.19 5.94 15.59
H -12.30 4.30 16.28
H -13.66 1.66 13.22
H -15.41 3.02 12.62
H -11.01 2.25 14.90
H -12.23 0.98 15.04
H -11.92 2.02 16.48
N -14.04 7.85 4.62
S -13.31 7.78 5.88
O -13.99 7.33 7.08
O -12.27 8.80 6.03
F -12.37 6.54 5.37
S -15.03 9.16 5.08
O -14.44 10.36 5.58
O -16.29 8.73 5.69
F -15.27 9.47 3.49
N -16.09 9.41 10.62
S -16.62 9.58 9.22
O -15.70 10.09 8.22
O -18.08 9.83 9.11
F -16.51 8.01 8.85
S -15.92 11.05 10.86
O -17.09 11.85 10.97
O -14.71 11.64 10.32
F -15.42 10.97 12.41
N -17.35 2.42 11.14
S -17.04 1.04 10.66
O -17.23 0.82 9.22
O -17.29 -0.07 11.63
F -15.47 1.20 10.77
S -19.02 2.12 11.02
O -19.63 1.22 11.97
O -19.58 2.07 9.70
F -19.40 3.57 11.51
N -10.04 3.35 11.33
O -11.10 2.77 11.74
O -8.97 2.64 11.27
O -10.03 4.44 10.83
N -11.12 4.04 5.71
O -11.39 3.77 4.49
O -10.02 4.54 6.02
O -11.96 3.82 6.56
N -13.50 -0.28 7.54
O -12.56 0.40 7.94
O -13.27 -1.08 6.63
O -14.62 -0.22 8.01
```

Values from the calculation:
Maximum force: 10.48 eV Å⁻¹
Kohn-Sham gap: 3.6 eV
E_LUMO: -12.43 eV
ΔE to the lowest compared entry with this formula, charge and spin: 0.00 kcal per mole
Total charge: +6

Entry 5:
DFT (ωB97M-V with the def2-TZVPD basis set) results for an isolated ion of composition C3H7N2S2 and charge +1 at a distorted geometry.

XYZ file:
```
14
C3H7N2S2 | the Open Molecules 2025 dataset | ωB97M-V with the def2-TZVPD basis set
N 0.19 -1.23 -1.24
C -0.79 -0.41 -1.17
N -1.09 0.29 -0.10
C -0.32 0.27 1.06
S 0.55 -1.27 1.54
C 1.17 0.29 0.95
S 2.17 1.45 1.90
H 0.38 -1.70 -2.23
H 0.59 -1.56 -0.37
H -1.23 -0.13 -2.10
H -2.01 0.86 -0.17
H -0.96 0.84 1.78
H 1.58 0.61 -0.10
H 1.09 1.98 2.78
```

Values from the calculation:
Maximum force: 5.04 eV Å⁻¹
SMILES string: [NH2+]=CN[C@H]1S[C@@H]1S
Kohn-Sham gap: 9.1 eV
E_LUMO: -3.86 eV
ΔE to the lowest compared entry with this formula, charge and spin: 51.27 kcal per mole
Total charge: +1

Entry 6:
DFT (ωB97M-V with the def2-TZVPD basis set) results for a 4-piece molecular cluster, C2H13NO4 overall at a distorted geometry.

XYZ file:
```
20
C2H13NO4 | the Open Molecules 2025 dataset | ωB97M-V with the def2-TZVPD basis set
C -2.21 1.75 -2.56
N -1.39 2.07 -1.43
C -0.69 1.03 -0.75
O -1.52 0.21 0.10
H -2.98 2.49 -2.73
H -2.85 0.87 -2.41
H -1.62 1.63 -3.46
H -1.70 2.79 -0.80
H -0.12 0.40 -1.42
H 0.00 1.53 -0.07
H -2.43 0.42 -0.14
O -1.98 -1.66 2.45
H -2.41 -0.82 2.64
H -2.60 -2.32 2.76
O 2.80 0.00 0.63
H 3.14 -0.24 1.50
H 2.44 -0.79 0.23
O 5.69 -3.14 2.05
H 5.43 -2.43 1.45
H 4.99 -3.79 1.95
```

Values from the calculation:
Maximum force: 1.05 eV Å⁻¹
SMILES string: CNCO.O.O.O
Kohn-Sham gap: 9.5 eV
E_LUMO: 0.54 eV
ΔE to the lowest compared entry with this formula, charge and spin: 33.60 kcal per mole
Total charge: 0

Entry 7:
DFT (ωB97M-V with the def2-TZVPD basis set) results for one molecule with the formula C2H6BrP at a distorted geometry.

XYZ file:
```
10
C2H6BrP | the Open Molecules 2025 dataset | ωB97M-V with the def2-TZVPD basis set
C 0.53 -0.80 -0.97
C -0.18 0.22 0.02
P 0.52 0.76 1.61
Br -0.88 1.77 -1.08
H 1.46 -0.55 -1.30
H -0.33 -0.86 -1.70
H 0.81 -1.82 -0.63
H -1.20 -0.07 -0.07
H -0.43 1.70 2.32
H -0.29 -0.37 1.79
```

Values from the calculation:
Maximum force: 3.72 eV Å⁻¹
SMILES string: C[C@@H](P)Br
Kohn-Sham gap: 10.4 eV
E_LUMO: 0.77 eV
ΔE to the lowest compared entry with this formula, charge and spin: 72.27 kcal per mole
Total charge: 0

Entry 8:
DFT (ωB97M-V with the def2-TZVPD basis set) results for C3H8Cl4NO3Sn as an isolated structure at a distorted geometry.

XYZ file:
```
20
C3H8Cl4NO3Sn | the Open Molecules 2025 dataset | ωB97M-V with the def2-TZVPD basis set
Sn 2.50 -2.79 0.59
O 1.34 -0.50 -0.19
H 0.67 -0.62 -0.88
C -2.00 -1.06 0.74
N -1.87 -2.53 0.89
O -0.83 -3.01 0.43
O -2.79 -3.20 1.25
H -2.93 -0.78 1.23
H -2.21 -0.84 -0.31
H -1.12 -0.56 1.13
C 0.91 1.86 1.99
Cl 0.35 3.28 2.87
Cl 2.15 1.02 2.95
H 0.11 1.16 1.83
H 1.40 2.21 1.09
C 0.97 1.29 -3.00
Cl 1.48 2.14 -4.45
Cl -0.74 0.74 -3.18
H 1.56 0.38 -2.94
H 1.06 1.79 -2.04
```

Values from the calculation:
Maximum force: 4.34 eV Å⁻¹
Kohn-Sham gap: 5.8 eV
E_LUMO: -7.58 eV
ΔE to the lowest compared entry with this formula, charge and spin: 0.00 kcal per mole
Total charge: +1

Entry 9:
DFT (ωB97M-V with the def2-TZVPD basis set) results for C11H12O4Pb as an isolated structure at a distorted geometry.

XYZ file:
```
28
C11H12O4Pb | the Open Molecules 2025 dataset | ωB97M-V with the def2-TZVPD basis set
C 2.86 -1.70 0.13
C 3.14 -0.46 -0.63
O 3.58 -0.45 -1.76
O 3.04 0.85 -0.08
C 1.82 1.17 0.73
C 0.65 1.56 -0.16
C -0.11 0.35 -0.71
C -1.52 0.20 -0.23
C -2.06 0.78 0.84
C -3.48 0.49 1.18
O -4.14 1.24 1.86
C -4.06 -0.77 0.64
C -3.54 -1.35 -0.44
C -2.34 -0.75 -1.06
O -1.99 -1.00 -2.20
H 3.71 -2.00 0.75
H 2.70 -2.49 -0.59
H 1.97 -1.65 0.75
H 2.08 2.02 1.34
H 1.55 0.37 1.41
H 1.08 2.12 -1.00
H 0.04 2.26 0.38
H -0.11 0.35 -1.80
H 0.39 -0.59 -0.44
H -1.51 1.46 1.47
H -4.92 -1.21 1.11
H -3.93 -2.25 -0.87
Pb 5.11 1.46 -0.63
```

Values from the calculation:
Maximum force: 2.13 eV Å⁻¹
Kohn-Sham gap: 3.2 eV
E_LUMO: -11.26 eV
Total charge: +2

Q: Look up the total charge of the first one.
A: 0

Q: What is the formula in the seventh record?
A: C2H6BrP